# C6H4

An isolated molecule of C6H4 at a distorted geometry (the ωB97M-V functional and the def2-TZVPD basis, the OMol25 dataset).

**ΔE to the lowest compared entry with this formula, charge and spin**: 3.514 eV
**E_LUMO (spin up / spin down)**: -0.831 / -0.832 eV
**Multiplicity**: 1

CARTESIAN COORDINATES (ANGSTROEM)
C: -0.009 -1.389 0.099
C: -1.322 -1.420 -0.259
C: -2.092 -0.375 -0.119
C: -0.504 1.145 -0.089
C: 0.503 0.153 0.094
C: -1.831 0.921 0.130
H: 0.656 -2.123 0.501
H: 0.731 0.173 1.097
H: 1.371 0.262 -0.500
H: -2.506 1.699 0.363

# C6H40O15

A 15-piece molecular cluster, C6H40O15 overall at a distorted geometry (the ωB97M-V functional and the def2-TZVPD basis, the OMol25 dataset).

**ΔE to the lowest compared entry with this formula, charge and spin**: 3.697 eV
**E_LUMO**: -0.123 eV
**Multiplicity**: 1

CARTESIAN COORDINATES (ANGSTROEM)
O: -1.469 -0.336 -0.245
C: -0.812 0.375 0.477
C: 0.580 0.838 0.246
C: 0.863 2.253 0.673
C: 1.076 2.113 2.239
C: 2.263 2.559 0.084
C: 2.879 3.885 0.517
H: -1.310 0.742 1.363
H: 0.681 0.864 -0.860
H: 1.373 0.258 0.782
H: 0.171 3.115 0.571
H: 0.209 1.688 2.785
H: 1.809 1.307 2.387
H: 1.233 3.124 2.683
H: 1.965 2.649 -0.994
H: 2.991 1.760 0.155
H: 2.139 4.749 0.354
H: 3.145 4.140 1.566
H: 3.788 3.896 -0.116
H: -4.309 -1.779 -1.046
H: -3.127 -1.021 -1.261
O: -4.039 -1.036 -1.584
H: 3.646 -0.250 -1.295
H: 4.297 -1.456 -0.822
O: 4.521 -0.488 -0.978
H: -1.784 2.960 1.887
H: -2.788 2.518 0.690
O: -2.525 2.426 1.614
H: -3.546 -1.068 0.996
H: -4.843 -1.094 1.303
O: -4.249 -1.774 0.922
H: -2.523 2.569 -1.729
H: -3.307 1.315 -1.199
O: -3.011 2.212 -0.987
H: 1.437 -2.359 -0.209
H: 2.274 -1.817 1.090
O: 1.727 -2.495 0.711
H: 1.188 -1.258 -2.477
H: 0.000 -1.038 -1.400
O: 0.970 -1.098 -1.551
H: -0.738 -2.642 -0.390
H: -2.287 -3.053 -0.442
O: -1.502 -2.807 -0.941
H: -5.305 0.737 2.317
H: -3.812 1.008 2.881
O: -4.486 0.348 2.617
H: -6.054 0.134 0.214
H: -5.552 -0.373 -1.211
O: -6.152 0.220 -0.737
H: 4.177 -1.000 -3.672
H: 5.015 -0.256 -2.687
O: 4.676 -0.173 -3.597
H: 0.957 -2.720 4.218
H: 2.153 -3.550 4.544
O: 1.755 -2.691 4.735
H: 3.431 -3.087 -1.583
H: 3.857 -3.491 -0.132
O: 4.179 -3.132 -0.958
H: 0.861 -2.107 -4.815
H: 0.263 -2.971 -3.803
O: 0.982 -2.337 -3.897

# C6H41N2O13

A 14-piece molecular cluster, C6H41N2O13 overall at a distorted geometry (the ωB97M-V functional and the def2-TZVPD basis, the OMol25 dataset).

**ΔE to the lowest compared entry with this formula, charge and spin**: 8.094 eV
**E_LUMO**: -2.456 eV
**Multiplicity**: 1
**Net charge**: +1

CARTESIAN COORDINATES (ANGSTROEM)
C: 0.026 -1.826 0.960
C: -0.627 -1.646 -0.368
C: -0.646 -0.069 -0.728
N: 0.580 2.217 0.406
C: -0.871 2.000 0.510
C: -1.551 0.921 0.015
C: -1.654 3.053 1.276
N: 0.024 -0.665 1.874
H: 1.133 -2.286 0.737
H: -0.466 -2.679 1.563
H: -0.211 -2.063 -1.199
H: -1.625 -2.116 -0.386
H: -0.967 0.059 -1.786
H: 0.461 0.273 -0.728
H: 1.053 2.896 0.932
H: 1.089 2.222 -0.471
H: -2.609 0.692 0.133
H: -2.662 3.083 0.712
H: -1.920 2.628 2.229
H: -1.250 4.017 1.377
H: -0.934 -0.333 2.180
H: 0.459 0.162 1.344
H: 0.705 -0.864 2.738
H: -1.383 0.744 4.130
H: 0.024 1.323 3.849
O: -0.894 1.297 3.715
H: -4.707 1.206 -1.139
H: -3.336 1.171 -1.843
O: -3.977 0.707 -1.390
H: 2.769 -0.580 -1.038
H: 3.420 -1.842 -0.760
O: 3.237 -1.063 -0.314
H: 0.859 -1.615 -4.089
H: -0.724 -1.768 -3.780
O: 0.031 -1.503 -3.405
H: 2.184 -1.014 3.555
H: 2.073 -2.380 3.100
O: 1.859 -1.793 3.882
H: -4.221 -1.743 0.165
H: -2.875 -1.541 1.014
O: -3.620 -2.089 0.775
H: 0.906 3.515 -3.055
H: -0.459 2.825 -2.999
O: 0.435 2.681 -2.927
H: 1.323 -4.512 -0.978
H: 1.029 -4.868 0.342
O: 1.154 -4.094 -0.123
H: -2.425 -1.535 3.231
H: -3.624 -0.730 3.770
O: -2.697 -0.791 3.805
H: 3.111 1.511 -1.644
H: 4.008 2.724 -1.191
O: 3.236 2.183 -0.943
H: 2.436 0.266 -3.291
H: 1.377 -0.402 -2.329
O: 2.115 0.202 -2.357
H: 2.809 0.837 2.102
H: 2.631 0.311 0.719
O: 2.395 0.168 1.700
H: 0.901 1.559 -4.577
H: 0.158 0.322 -4.392
O: 0.925 0.637 -4.611

# C6H42N2O13

A 14-piece molecular cluster, C6H42N2O13 overall at a distorted geometry (the ωB97M-V functional and the def2-TZVPD basis, the OMol25 dataset).

**ΔE to the lowest compared entry with this formula, charge and spin**: 2.495 eV
**E_LUMO**: -0.016 eV
**Multiplicity**: 1

CARTESIAN COORDINATES (ANGSTROEM)
C: 0.982 -1.840 2.134
N: -0.204 -1.195 1.530
C: -2.654 -2.712 0.541
C: -1.203 -2.914 0.099
C: -0.388 -1.600 0.133
C: -1.091 -0.542 -0.679
N: -0.266 0.514 -1.262
C: -0.954 1.182 -2.379
H: 0.611 -2.764 2.561
H: 1.830 -2.013 1.476
H: 1.149 -1.239 3.025
H: -0.183 -0.186 1.613
H: -3.219 -3.647 0.496
H: -2.763 -2.238 1.511
H: -3.256 -2.052 -0.093
H: -0.783 -3.637 0.792
H: -1.283 -3.221 -0.946
H: 0.563 -1.926 -0.324
H: -1.853 -0.013 -0.131
H: -1.593 -1.067 -1.508
H: 0.650 0.208 -1.561
H: -1.470 2.042 -1.958
H: -1.685 0.533 -2.861
H: -0.216 1.560 -3.082
H: 3.527 -3.291 -1.581
H: 2.173 -2.734 -1.090
O: 3.076 -2.931 -0.811
H: 3.431 0.063 -2.380
H: 2.635 1.427 -2.580
O: 2.570 0.472 -2.527
H: 3.727 -1.330 -0.600
H: 4.966 -0.488 0.036
O: 4.109 -0.449 -0.386
H: -2.434 -1.264 3.558
H: -1.671 0.054 3.797
O: -2.360 -0.512 4.151
H: 0.086 1.103 3.720
H: 1.275 0.674 4.375
O: 1.043 1.199 3.591
H: 0.692 3.802 3.841
H: 1.568 3.315 2.786
O: 0.884 3.989 2.915
H: 0.361 4.284 1.068
H: 0.431 3.178 0.019
O: -0.207 3.772 0.472
H: -0.787 2.097 1.523
H: -2.064 2.411 2.230
O: -1.449 1.676 2.099
H: -4.034 1.979 -0.837
H: -4.553 1.128 -1.944
O: -3.718 1.447 -1.577
H: -2.573 4.541 -0.747
H: -2.161 3.629 0.423
O: -2.926 3.955 -0.075
H: 0.959 -4.366 -3.088
H: 1.326 -3.069 -3.976
O: 1.564 -3.638 -3.229
H: 1.251 -1.168 -4.898
H: 1.508 -0.806 -3.539
O: 0.746 -1.099 -4.071
H: 1.693 1.257 0.236
H: 2.675 2.274 -0.322
O: 1.938 2.185 0.289